{"formula": "C2H4N2O2S", "method": "ωB97M-V with the def2-TZVPD basis set", "total_charge": 0, "e_homo_ev": -8.65, "homo_lumo_gap_ev": 9.35, "smiles": "NC(=S)NOC=O", "spin_multiplicity": 1, "max_force_ev_per_a": 1.478, "e_tot_ha": -736.74556, "molar_mass_g_mol": 120.13, "relative_energy_ev": 1.615, "species": ["N", "C", "S", "N", "O", "C", "O", "H", "H", "H", "H"], "xyz": [[1.847, 0.870, 0.344], [0.949, -0.081, -0.032], [1.316, -1.720, 0.076], [-0.197, 0.461, -0.570], [-1.178, -0.422, -1.002], [-2.009, -0.765, 0.030], [-2.048, -0.251, 1.100], [1.728, 1.766, -0.050], [2.755, 0.511, 0.536], [-0.564, 1.261, -0.106], [-2.601, -1.631, -0.327]]}

---

{"formula": "C2H4N2O2S", "method": "ωB97M-V with the def2-TZVPD basis set", "total_charge": 0, "e_homo_ev": -8.73, "homo_lumo_gap_ev": 7.99, "smiles": "N/C(=N/S)C(=O)O", "spin_multiplicity": 1, "max_force_ev_per_a": 8.884, "e_tot_ha": -736.68272, "molar_mass_g_mol": 120.13, "relative_energy_ev": 3.325, "species": ["N", "C", "N", "S", "C", "O", "O", "H", "H", "H", "H"], "xyz": [[-0.857, 1.613, 0.006], [0.132, 0.656, -0.053], [1.372, 1.021, 0.203], [2.755, -0.250, -0.186], [-0.269, -0.917, -0.134], [0.399, -1.958, 0.475], [-1.616, -0.915, -0.387], [-0.321, 2.480, 0.018], [-1.638, 1.302, 0.772], [1.882, -1.244, -0.407], [-1.837, -1.788, -0.307]]}

---

{"formula": "C2H4N2O2S", "method": "ωB97M-V with the def2-TZVPD basis set", "total_charge": 0, "e_homo_ev": -9.39, "homo_lumo_gap_ev": 9.26, "smiles": "NC(=O)N(O)C=S", "spin_multiplicity": 1, "max_force_ev_per_a": 1.612, "e_tot_ha": -736.75120, "molar_mass_g_mol": 120.13, "relative_energy_ev": 1.462, "species": ["N", "C", "O", "N", "O", "C", "S", "H", "H", "H", "H"], "xyz": [[-1.381, -1.100, 0.092], [-1.083, 0.241, -0.120], [-1.861, 1.108, -0.447], [0.311, 0.509, 0.043], [0.563, 1.856, 0.242], [1.320, -0.360, -0.223], [2.905, 0.064, -0.152], [-2.375, -1.298, 0.049], [-0.873, -1.602, 0.830], [1.523, 1.913, 0.136], [0.951, -1.331, -0.449]]}

---

{"formula": "C2H4N2O3", "method": "ωB97M-V with the def2-TZVPD basis set", "total_charge": 0, "e_homo_ev": -9.65, "homo_lumo_gap_ev": 10.34, "smiles": "NC(=O)O[C@@H]1NO1", "spin_multiplicity": 1, "max_force_ev_per_a": 1.852, "e_tot_ha": -413.78252, "molar_mass_g_mol": 104.06, "relative_energy_ev": 2.971, "species": ["N", "C", "O", "O", "C", "N", "O", "H", "H", "H", "H"], "xyz": [[-2.051, -0.162, -0.317], [-0.836, 0.312, 0.004], [-0.557, 1.462, 0.187], [0.002, -0.789, 0.336], [1.351, -0.619, 0.162], [2.059, 0.574, 0.365], [1.771, 0.075, -0.963], [-2.828, 0.475, -0.333], [-2.213, -1.152, -0.356], [1.866, -1.550, 0.394], [1.433, 1.374, 0.522]]}

---

{"formula": "C2H4N2O3", "method": "ωB97M-V with the def2-TZVPD basis set", "total_charge": 0, "e_homo_ev": -8.95, "homo_lumo_gap_ev": 9.36, "spin_multiplicity": 1, "max_force_ev_per_a": 4.143, "e_tot_ha": -413.69783, "molar_mass_g_mol": 104.06, "relative_energy_ev": 5.275, "species": ["N", "N", "C", "C", "O", "O", "O", "H", "H", "H", "H"], "xyz": [[-1.275, 0.194, -0.133], [0.114, 0.685, -0.041], [0.560, -0.143, -1.113], [-0.300, 0.482, 1.572], [0.712, -1.430, -0.701], [0.947, 0.292, -2.171], [-0.185, 1.483, 2.226], [0.977, -1.917, -1.499], [-1.421, -0.800, 0.056], [0.231, 1.687, -0.177], [-0.361, -0.535, 1.980]]}

---

{"formula": "C2H4N2O3", "method": "ωB97M-V with the def2-TZVPD basis set", "total_charge": 0, "e_homo_ev": -9.92, "homo_lumo_gap_ev": 10.21, "smiles": "O=CNO/C=N/O", "spin_multiplicity": 1, "max_force_ev_per_a": 8.744, "e_tot_ha": -413.62353, "molar_mass_g_mol": 104.06, "relative_energy_ev": 7.297, "species": ["O", "C", "N", "O", "C", "N", "O", "H", "H", "H", "H"], "xyz": [[2.835, -0.323, -0.952], [2.024, -0.551, 0.132], [1.127, 0.439, 0.676], [0.369, 1.287, -0.221], [-1.073, 0.888, -0.408], [-1.433, -0.181, 0.136], [-2.665, -0.572, -0.320], [2.273, -1.142, 1.058], [0.675, 0.225, 1.456], [-1.605, 1.589, -1.050], [-2.527, -1.660, -0.507]]}

---

{"formula": "C2H4N2O3", "method": "ωB97M-V with the def2-TZVPD basis set", "total_charge": 0, "e_homo_ev": -9.18, "homo_lumo_gap_ev": 9.96, "smiles": "N/N=C/OC(=O)O", "spin_multiplicity": 1, "max_force_ev_per_a": 3.515, "e_tot_ha": -413.79391, "molar_mass_g_mol": 104.06, "relative_energy_ev": 2.661, "species": ["N", "N", "C", "O", "C", "O", "O", "H", "H", "H", "H"], "xyz": [[1.692, -0.432, 1.034], [0.515, -0.113, 0.403], [0.022, -0.905, -0.468], [-1.018, -0.491, -1.176], [-1.619, 0.765, -0.614], [-2.801, 0.824, -0.663], [-0.824, 1.815, -0.587], [1.979, 0.313, 1.654], [1.667, -1.338, 1.496], [0.276, -1.959, -0.584], [0.110, 1.521, -0.494]]}

---

{"formula": "C2H4N2O3", "method": "ωB97M-V with the def2-TZVPD basis set", "total_charge": 0, "e_homo_ev": [-9.87, -9.87], "homo_lumo_gap_ev": [9.67, 9.67], "smiles": "C=NOC[N+](=O)[O-]", "spin_multiplicity": 1, "max_force_ev_per_a": 4.060, "e_tot_ha": -413.58283, "molar_mass_g_mol": 104.06, "relative_energy_ev": 8.405, "species": ["C", "N", "O", "C", "N", "O", "O", "H", "H", "H", "H"], "xyz": [[2.059, -1.835, 0.791], [1.002, -1.371, 0.277], [-0.176, -2.038, 0.719], [-1.395, -1.377, 0.370], [-0.901, -0.057, 0.236], [-1.346, 0.747, -0.574], [0.019, 0.162, 0.963], [2.827, -1.128, 0.498], [2.179, -2.510, 1.595], [-1.858, -1.819, -0.512], [-1.868, -1.499, 1.419]]}

---

{"formula": "C2H4N2O4", "method": "ωB97M-V with the def2-TZVPD basis set", "total_charge": 0, "e_homo_ev": -10.69, "homo_lumo_gap_ev": 10.03, "spin_multiplicity": 1, "max_force_ev_per_a": 5.437, "e_tot_ha": -488.94760, "molar_mass_g_mol": 120.06, "relative_energy_ev": 3.418, "species": ["C", "C", "N", "N", "O", "O", "O", "O", "H", "H", "H", "H"], "xyz": [[-0.940, 0.280, -0.420], [0.277, 0.417, 0.507], [-1.533, -0.904, -0.385], [1.470, -0.351, 0.000], [-1.329, 1.183, -1.057], [1.325, -1.567, -0.033], [2.261, 0.227, -0.670], [0.664, 1.763, 0.772], [-0.044, -0.238, 1.725], [-1.141, -1.704, 0.077], [-2.450, -1.096, -0.678], [1.439, 1.989, 0.162]]}

---

{"formula": "C2H4N2O4", "method": "ωB97M-V with the def2-TZVPD basis set", "total_charge": 0, "e_homo_ev": -10.00, "homo_lumo_gap_ev": 8.34, "spin_multiplicity": 1, "max_force_ev_per_a": 9.415, "e_tot_ha": -488.75949, "molar_mass_g_mol": 120.06, "relative_energy_ev": 8.537, "species": ["C", "C", "H", "H", "H", "H", "N", "N", "O", "O", "O", "O"], "xyz": [[0.007, 1.114, 0.506], [0.764, -0.336, 0.273], [-1.642, 0.106, -1.412], [-1.945, 1.685, 0.457], [1.910, -0.254, 0.603], [-0.980, -1.495, 1.375], [-1.249, 1.256, -0.102], [0.884, -0.425, -1.258], [-1.836, 0.047, -0.319], [0.654, 1.852, 1.358], [0.329, -1.414, 0.989], [0.926, -1.801, -1.550]]}

---

{"formula": "C2H4N2OS", "method": "ωB97M-V with the def2-TZVPD basis set", "total_charge": 0, "e_homo_ev": -8.27, "homo_lumo_gap_ev": 8.46, "smiles": "NN=C=S.C=O", "spin_multiplicity": 1, "max_force_ev_per_a": 2.900, "e_tot_ha": -661.43123, "molar_mass_g_mol": 104.13, "relative_energy_ev": 4.199, "species": ["N", "N", "C", "S", "H", "H", "C", "O", "H", "H"], "xyz": [[0.341, -1.869, -0.141], [1.360, -0.992, 0.070], [1.790, 0.072, -0.224], [2.889, 1.165, -0.364], [-0.415, -1.564, -0.873], [-0.115, -1.947, 0.841], [-1.493, 1.335, 0.218], [-0.751, 0.703, -0.527], [-1.483, 0.964, 1.274], [-2.123, 2.135, -0.273]]}

---

{"formula": "C2H4N2OS", "method": "ωB97M-V with the def2-TZVPD basis set", "total_charge": 0, "e_homo_ev": -8.82, "homo_lumo_gap_ev": 9.78, "smiles": "C=NO/C=N\\S", "spin_multiplicity": 1, "max_force_ev_per_a": 1.703, "e_tot_ha": -661.44488, "molar_mass_g_mol": 104.13, "relative_energy_ev": 3.827, "species": ["C", "N", "O", "C", "N", "S", "H", "H", "H", "H"], "xyz": [[0.348, 1.041, 2.162], [0.466, 0.007, 1.411], [-0.109, 0.119, 0.179], [0.237, -0.978, -0.655], [-0.107, -1.084, -1.852], [-1.030, 0.144, -2.471], [0.839, 0.930, 3.124], [-0.163, 1.971, 1.873], [0.796, -1.754, -0.125], [-1.277, -0.398, -3.646]]}